A structure of composition C52H66N2O2P2PdSi in a non-equilibrium geometry, computed with ωB97M-V/def2-TZVPD.

Its molecular weight is 947.57 g/mol. As for the frontier orbital gap: 3.93 eV. The value obtained for the HOMO energy is 0.2877 eV. The value obtained for the energy is -3381.26776 hartree. As for the net charge: -2.

```
126
C52H66N2O2P2PdSi (ωB97M-V/def2-TZVPD)
Pd -1.20063 0.49756 -0.12537
C -3.69806 3.40085 -1.17662
Si -2.11422 2.31465 -1.18225
C -0.84702 3.77351 -0.80091
C -0.90670 4.94911 -1.56465
C -0.14419 6.07540 -1.28730
C 0.74013 6.03709 -0.21659
C 0.85756 4.87113 0.53032
C 0.07944 3.73231 0.26751
P 0.32574 2.10786 1.18390
C 2.03917 2.46669 1.98007
C 2.71224 1.10360 2.23291
C 4.22007 1.24222 2.45755
C 4.52718 2.20683 3.60167
C 3.86275 3.56033 3.35080
C 2.34716 3.38909 3.17332
C -1.02768 2.18946 2.54669
C -1.67282 0.79200 2.69150
C -0.92063 -0.14187 3.62885
C -0.83617 0.47207 5.02229
C -0.09462 1.80482 4.93006
C -0.77013 2.77430 3.94725
C -1.78439 2.03551 -3.08062
C -2.57224 2.64873 -4.06716
C -2.50172 2.29615 -5.41260
C -1.62882 1.29536 -5.80928
C -0.82125 0.67911 -4.85580
C -0.87948 1.02862 -3.50401
P 0.23460 0.29969 -2.19067
C 0.36277 -1.53187 -2.54105
C 1.39259 -2.08533 -1.53208
C 1.34927 -3.62047 -1.44007
C 0.99502 -4.27643 -2.78596
C 1.46462 -3.39102 -3.93158
C 0.64480 -2.09004 -3.96044
C 1.89215 1.00340 -2.73503
C 2.57784 0.61202 -4.05119
C 3.76046 1.56259 -4.38879
C 4.27257 2.29119 -3.14614
C 3.17074 3.19482 -2.57288
C 1.77947 2.53521 -2.67853
H -3.64535 4.31918 -1.78141
H -3.89431 3.69595 -0.13873
H -4.56042 2.81207 -1.51769
H -1.57938 4.97526 -2.42069
H -0.23808 6.97180 -1.89352
H 1.34229 6.90301 0.03821
H 1.58551 4.86951 1.32768
H 2.54573 2.89013 1.09978
H 2.51964 0.44707 1.38230
H 2.26199 0.62210 3.11016
H 4.68151 1.62377 1.53777
H 4.66309 0.26260 2.66336
H 5.60908 2.32427 3.72400
H 4.13667 1.79009 4.53840
H 4.29047 4.01431 2.44820
H 4.06462 4.23808 4.18734
H 1.88143 4.36888 3.07368
H 1.95910 2.96186 4.09564
H -1.75130 2.82395 2.03772
H -1.70884 0.35222 1.67335
H -2.70437 0.89684 3.04646
H 0.09080 -0.31288 3.23824
H -1.42637 -1.11173 3.66131
H -0.31767 -0.19336 5.72198
H -1.85098 0.62848 5.41122
H 0.91717 1.57446 4.59333
H -0.01677 2.27877 5.91439
H -0.20528 3.70729 3.88040
H -1.74924 3.02899 4.37425
H -3.27461 3.42350 -3.76921
H -3.13078 2.79535 -6.14390
H -1.57559 0.98576 -6.84787
H -0.15642 -0.10421 -5.19038
H -0.62118 -1.87015 -2.20052
H 1.17549 -1.65531 -0.55414
H 2.39839 -1.75525 -1.82205
H 0.61172 -3.90256 -0.69420
H 2.31903 -3.99312 -1.09631
H -0.08944 -4.39386 -2.86624
H 1.43352 -5.27529 -2.85283
H 1.37150 -3.90658 -4.89185
H 2.52787 -3.16005 -3.79310
H -0.31084 -2.29152 -4.45256
H 1.17806 -1.36875 -4.57565
H 2.53784 0.69723 -1.90137
H 1.85302 0.65572 -4.86605
H 2.94844 -0.41495 -3.98475
H 3.43566 2.31239 -5.11884
H 4.57198 0.99653 -4.85537
H 5.15908 2.88362 -3.39010
H 4.58114 1.55348 -2.39864
H 3.16612 4.14408 -3.11711
H 3.39035 3.42933 -1.52647
H 1.26027 2.87789 -3.57881
H 1.16056 2.83288 -1.83463
O -5.95015 -1.74003 1.92877
C -4.82134 -2.11533 1.65556
N -4.30723 -3.31258 2.17912
C -3.05078 -3.62753 1.57350
C -2.81539 -2.26163 0.78782
O -1.71107 -2.06614 0.23956
N -3.87846 -1.48073 0.87577
C -1.94846 -3.86656 2.61953
C -0.59928 -3.83038 2.27391
C 0.38725 -4.04931 3.22618
C 0.04627 -4.31947 4.54541
C -1.29430 -4.36260 4.89901
C -2.28001 -4.13810 3.94123
C -3.14157 -4.83492 0.61872
C -4.10711 -5.81322 0.82091
C -4.20505 -6.91954 -0.01636
C -3.33220 -7.06579 -1.08233
C -2.36986 -6.09154 -1.30239
C -2.26961 -4.99091 -0.45801
H -4.94290 -3.98825 2.55911
H -0.32685 -3.58452 1.26145
H 1.43018 -3.99809 2.93378
H 0.81673 -4.48901 5.28894
H -1.58025 -4.56382 5.92536
H -3.32194 -4.15825 4.23370
H -4.81392 -5.71858 1.63616
H -4.97296 -7.66155 0.16491
H -3.40692 -7.92463 -1.73825
H -1.69830 -6.17738 -2.14775
H -1.54397 -4.21494 -0.65462
```